The following is a quantum chemistry calculation of a molecular structure, H12O8V at a distorted geometry, from the OMol25 dataset.

Atoms and positions in Å:
1 O -0.40 -1.43 -0.89
2 V 0.89 -1.58 0.04
3 O 0.97 -3.09 0.55
4 O -2.93 2.43 -1.92
5 H -3.34 3.28 -2.09
6 H -2.36 2.28 -2.68
7 O 2.98 -2.70 -2.89
8 H 3.89 -3.00 -2.93
9 H 2.70 -2.66 -3.80
10 O 3.57 -0.62 2.74
11 H 4.12 0.16 2.84
12 H 3.08 -0.67 3.56
13 O -1.38 0.78 2.82
14 H -1.15 1.51 3.39
15 H -2.24 0.49 3.12
16 O 2.25 1.73 -0.93
17 H 2.74 2.48 -0.60
18 H 2.00 1.98 -1.82
19 O -5.11 -0.83 0.62
20 H -5.76 -0.17 0.86
21 H -4.52 -0.38 0.03

The calculation puts the total energy at -1552.75557 hartree. The energy relative to the best compared isomer or geometry (same formula, charge and spin) is 458.7 kJ/mol. As for the net charge: +1. Its spin multiplicity is 1. The value obtained for the maximum force is 3.465 eV/Å.


The following is a quantum chemistry calculation of 2 unconnected molecules or ions with the total composition C4H12NO at a distorted geometry, from the OMol25 dataset.

Atoms and positions in Å:
1 C -0.03 2.84 -0.70
2 C -0.54 2.22 0.57
3 C -0.75 0.72 0.55
4 C 0.15 -0.08 0.01
5 N 0.33 -1.49 0.43
6 H 1.05 2.74 -0.76
7 H -0.47 2.34 -1.56
8 H -0.34 3.84 -0.98
9 H 0.08 2.36 1.47
10 H -1.45 2.69 0.98
11 H -1.61 0.26 1.02
12 H 1.00 0.22 -0.59
13 H 0.76 -2.10 -0.26
14 H -0.57 -1.96 0.64
15 H 0.76 -1.43 1.35
16 H 0.79 -4.11 -1.44
17 H 0.48 -4.95 -0.15
18 O 0.34 -4.11 -0.59

The calculation puts the total energy at -289.31522 hartree. The energy relative to the best compared isomer or geometry (same formula, charge and spin) is 156.6 kJ/mol. As for the net charge: +1. Its spin multiplicity is 1. The value obtained for the maximum force is 2.149 eV/Å.


The following is a quantum chemistry calculation of a molecular structure, C30H32GeNSSiV at a distorted geometry, from the OMol25 dataset.

Atoms and positions in Å:
1 V -0.17 0.13 -0.30
2 C 0.30 -0.74 1.75
3 C 1.12 0.39 1.50
4 C 0.25 1.52 1.40
5 C -1.08 1.06 1.51
6 C -1.05 -0.34 1.72
7 H 0.64 -1.75 1.93
8 H 2.20 0.43 1.56
9 H 0.57 2.55 1.27
10 H -1.97 1.67 1.46
11 H -1.91 -0.97 1.88
12 C -2.69 -0.47 -6.16
13 Si -3.21 -0.89 -4.44
14 C -4.99 -0.55 -4.10
15 C -2.72 -2.62 -3.99
16 C -2.26 0.42 -3.35
17 C -2.39 1.76 -3.75
18 C -1.81 2.84 -3.07
19 C -1.06 2.59 -1.96
20 N -0.90 1.30 -1.55
21 C -1.50 0.25 -2.21
22 S -1.31 -1.36 -1.36
23 H -3.10 -1.20 -6.86
24 H -1.60 -0.49 -6.25
25 H -3.05 0.51 -6.49
26 H -5.61 -1.17 -4.75
27 H -5.26 0.49 -4.30
28 H -5.25 -0.79 -3.07
29 H -3.19 -3.28 -4.72
30 H -3.06 -2.93 -3.01
31 H -1.64 -2.78 -4.07
32 H -2.98 1.97 -4.63
33 H -1.96 3.85 -3.41
34 H -0.58 3.36 -1.37
35 C 2.59 1.66 -1.54
36 Ge 2.10 -0.23 -1.49
37 C 1.67 -0.94 -3.22
38 C 1.58 -2.32 -3.41
39 C 1.40 -2.83 -4.69
40 C 1.32 -1.96 -5.78
41 C 1.42 -0.59 -5.59
42 C 1.58 -0.07 -4.31
43 C 3.57 -1.31 -0.71
44 C 3.41 -2.03 0.48
45 C 4.43 -2.76 1.05
46 C 5.69 -2.79 0.43
47 C 5.89 -2.11 -0.76
48 C 7.15 -2.18 -1.40
49 C 7.38 -1.54 -2.63
50 C 6.36 -0.84 -3.22
51 C 5.10 -0.76 -2.60
52 C 4.83 -1.37 -1.36
53 H 3.61 1.73 -1.92
54 H 2.57 2.11 -0.55
55 H 1.92 2.21 -2.20
56 H 1.65 -3.01 -2.57
57 H 1.34 -3.90 -4.84
58 H 1.20 -2.36 -6.77
59 H 1.37 0.08 -6.44
60 H 1.66 1.00 -4.18
61 H 2.45 -2.03 0.97
62 H 4.27 -3.31 1.97
63 H 6.50 -3.36 0.88
64 H 7.95 -2.73 -0.92
65 H 8.35 -1.61 -3.10
66 H 6.52 -0.35 -4.18
67 H 4.31 -0.23 -3.13

The calculation puts the total energy at -4924.73257 hartree. The energy relative to the best compared isomer or geometry (same formula, charge and spin) is 122.6 kJ/mol. As for the net charge: +3. Its expectation value of S² is 0.78. Its spin multiplicity is 2. The value obtained for the maximum force is 1.092 eV/Å.